Record 1
70
Properties=species:S:1:pos:R:3:forces:R:3 method="wB97M-V/def2-TZVPD" homo_lumo_gap_ev="6.87 / 5.99" s_squared=0.75 spin_multiplicity=2 homo_energy_ev="-13.097 / -13.096" total_charge=+2 lumo_energy_ev="-6.227 / -7.104"
Yb 0.55974 -0.34719 0.02051 -0.16 1.44 -0.46
C 1.61779 -2.17525 -4.07762 -0.26 0.54 -0.43
C 0.65037 -1.64896 -4.95442 -0.38 -0.05 -0.58
C -0.09359 -0.56143 -4.55525 1.51 0.02 2.11
C 0.17085 0.03839 -3.26933 -0.08 0.33 -0.47
N 1.02479 -0.49629 -2.41197 1.13 -1.75 0.87
C 1.76409 -1.54785 -2.86349 0.90 -1.02 0.64
N -0.42344 1.20739 -2.92833 -0.83 2.02 0.15
C -0.21256 2.03801 -1.92674 -1.19 -1.28 -0.19
N 0.52944 1.85578 -0.76337 -0.27 -1.58 0.26
C 0.26698 2.91234 0.09691 1.94 0.32 2.55
N 0.86351 3.21972 1.24055 -1.95 -0.05 -1.39
C 1.70230 2.49987 2.00582 1.34 -0.78 1.24
C 2.24757 3.15685 3.18154 1.04 -0.95 -1.47
C 3.19344 2.48886 3.96050 -1.28 0.31 0.56
C 3.56138 1.19169 3.58280 1.34 -0.99 0.38
C 3.01740 0.59593 2.45591 -0.81 1.38 0.95
N 2.01258 1.18216 1.75925 -0.36 -0.12 -1.04
C -0.73015 3.79845 -0.43255 -1.30 0.85 -2.95
C -1.29639 5.02272 -0.04425 0.47 -1.03 1.32
C -2.06104 5.75819 -0.97429 0.20 0.18 1.41
C -2.27544 5.27959 -2.24038 -0.28 -1.13 -1.10
C -1.82708 3.96590 -2.61487 -0.68 1.28 -1.74
C -1.01739 3.28119 -1.75004 0.51 0.49 0.96
H 2.23042 -3.00507 -4.43205 0.00 0.30 0.51
H 0.52439 -2.09139 -5.96479 -0.03 0.37 0.85
H -0.81856 -0.06196 -5.10484 -1.10 0.61 -1.27
H 2.56173 -1.91728 -2.19083 -0.62 0.28 -0.25
H 2.12427 4.22646 3.26753 -0.57 -0.07 0.26
H 3.50759 2.94434 4.93657 0.09 -0.47 -1.29
H 4.34591 0.63078 4.15584 -0.88 0.67 -0.62
H 3.33291 -0.36571 2.11032 0.12 -0.52 0.01
H -1.16954 5.29771 1.04134 -0.09 0.17 -1.47
H -2.50718 6.69964 -0.62511 0.30 -0.39 -0.40
H -2.82746 5.88709 -2.98451 0.33 -0.54 0.64
H -2.09141 3.62582 -3.66633 0.60 0.19 1.59
C -0.45530 -1.22636 2.89122 0.53 -1.36 -1.26
N -1.24967 -0.47713 1.90904 -0.54 1.47 0.68
C -1.49091 0.85365 2.64103 1.02 1.47 -0.50
C -2.55220 -1.11694 1.58362 -0.25 0.02 -1.64
C -2.49679 -2.04249 0.29790 0.20 -0.92 2.09
N -1.90526 -1.44506 -0.89889 0.81 0.32 0.68
C -2.80087 -0.35041 -1.31438 -0.67 -0.57 -2.24
C -1.78610 -2.53494 -1.92535 -0.09 1.20 0.16
H -0.95259 -1.21140 3.85333 0.18 -0.18 0.33
H 0.52508 -0.72012 2.91558 -0.19 -0.41 0.54
H -0.33903 -2.29035 2.52489 0.00 0.99 0.56
H -2.31740 1.47761 2.23775 0.51 -0.75 -0.18
H -0.54873 1.48095 2.55216 -1.08 -0.76 -0.01
H -1.65724 0.81213 3.74132 -0.08 -0.77 -0.72
H -3.24424 -0.29848 1.36581 0.06 -0.16 0.06
H -3.00442 -1.67019 2.41261 0.34 -0.07 0.04
H -3.53632 -2.42703 0.12444 0.66 0.42 -0.05
H -1.90020 -2.95577 0.57046 -0.36 0.68 -0.29
H -2.60538 0.05908 -2.33372 0.59 -0.23 0.93
H -2.88820 0.44939 -0.61019 0.34 0.46 0.49
H -3.79997 -0.76320 -1.46142 -0.35 -0.13 0.31
H -1.34425 -2.06995 -2.83310 -0.53 -0.71 0.44
H -2.76619 -3.01249 -2.06689 0.11 0.34 -0.44
H -1.15249 -3.31529 -1.52072 0.39 -0.01 -0.03
C 2.97678 -3.57122 2.03986 -0.07 0.62 1.67
C 2.12730 -3.41496 0.80691 0.73 0.84 0.17
C 1.90786 -4.67513 0.06055 -0.71 0.50 -0.07
O 1.68313 -2.29298 0.43309 0.11 -1.08 0.47
H 2.71802 -2.80883 2.86391 0.41 -1.00 -1.40
H 4.06575 -3.44695 1.78256 -0.99 -0.04 0.03
H 2.87348 -4.59665 2.49251 0.07 0.96 -0.63
H 1.14017 -5.19016 0.66403 0.01 -0.06 -0.29
H 2.78384 -5.32453 0.10644 -0.01 0.16 -0.18
H 1.53414 -4.47029 -0.94636 0.12 -0.31 0.14

***

Record 2
70
Properties=species:S:1:pos:R:3:forces:R:3 method="wB97M-V/def2-TZVPD" homo_lumo_gap_ev="3.92 / 4.35" s_squared=2.01 spin_multiplicity=3 homo_energy_ev="-1.565 / -1.998" total_charge=-1 lumo_energy_ev="2.354 / 2.352"
C 3.35541 -1.49900 -0.23075 1.00 0.22 -0.89
C 2.27447 -0.64986 -0.96370 -0.34 -0.85 -0.33
C 2.91663 -1.57237 1.22479 0.40 -0.26 0.15
C 1.93525 -0.42769 1.53396 0.25 0.61 0.21
H 3.80824 -1.46099 1.84218 -0.13 -0.23 0.06
H 2.49232 -2.56057 1.43127 -0.09 0.28 -0.03
C 1.80950 0.37264 0.04993 0.45 0.37 0.73
H 1.46794 -1.35797 -1.18059 0.02 0.13 -0.22
H 2.63000 -0.22465 -1.91752 -0.13 -0.14 0.43
C 0.75225 1.49293 -0.28266 -1.28 0.53 -0.78
H 2.70741 1.00710 0.14876 -0.15 -0.07 0.27
H 2.47623 0.36233 2.08966 -0.12 -0.44 -0.08
C 0.96973 -0.98977 2.56342 0.04 0.63 -1.93
C 3.56576 -2.86087 -0.88933 -1.93 -0.88 -0.97
C 4.79621 -0.99130 -0.29407 0.75 1.18 1.54
O 5.55934 -0.92740 0.65920 -0.96 -0.10 -0.88
O 2.71614 -3.42891 -1.55682 1.02 0.49 0.80
O 4.78486 -3.39386 -0.68000 -0.23 -0.14 0.05
O 5.20625 -0.64291 -1.51726 -0.05 -0.18 0.01
C 6.61449 -0.39130 -1.53452 0.01 0.12 -0.34
H 6.83297 -0.11751 -2.56280 0.12 0.03 0.03
H 7.15326 -1.29506 -1.23877 -0.02 0.14 -0.06
H 6.85515 0.41259 -0.83843 0.08 -0.05 -0.15
C 4.97779 -4.67741 -1.28456 -0.01 -0.17 -0.15
H 4.25341 -5.40652 -0.90318 0.13 0.23 -0.07
H 5.99051 -4.98060 -1.02685 -0.06 0.06 0.04
H 4.87161 -4.61167 -2.37299 -0.03 0.02 0.23
O -0.25728 1.38026 -1.39524 5.48 -1.12 1.69
H 1.29425 2.43160 -0.54433 -0.01 -0.71 0.08
H 0.20051 1.74805 0.64515 0.16 -0.34 -0.31
C 0.50296 -0.15556 3.66547 -0.40 0.57 0.31
C 0.23616 -2.24366 2.31562 -0.70 -0.51 -0.24
H 0.51701 -3.04650 3.02666 -0.09 0.12 -0.30
H 0.34979 -2.59738 1.28197 0.14 -0.12 0.29
H -0.84726 -2.05809 2.43517 0.32 -0.08 0.07
H -0.59512 -0.17991 3.65201 0.11 0.15 0.27
H 0.81382 0.87911 3.49771 0.01 -0.01 0.34
H 0.85905 -0.50919 4.64635 -0.07 0.14 -0.04
W -2.08093 1.45641 -1.05208 -2.49 0.15 -1.90
C -3.34181 3.77130 -0.17386 0.70 1.61 -0.43
C -2.00450 4.13692 0.09784 -1.42 0.04 0.10
C -1.21685 3.86230 -1.05463 -0.99 -0.72 -0.86
H -1.67042 4.66762 0.98222 0.06 -0.40 0.06
C -2.10070 3.40700 -2.11514 0.26 0.55 0.46
C -3.42227 3.29629 -1.53252 0.59 0.28 0.63
H -4.31516 3.02571 -2.08625 0.20 0.16 0.32
H -4.18096 3.91662 0.50381 0.27 -0.20 -0.18
H -0.14906 4.04998 -1.14011 -0.32 -0.20 -0.05
H -1.89341 3.32249 -3.18448 0.11 0.08 0.40
C -3.50501 -0.86626 -1.21324 0.40 -0.11 -0.76
C -4.05247 0.15430 -2.03161 0.13 -0.82 -0.75
C -3.03769 0.61117 -2.93688 0.44 -0.73 0.10
H -5.09745 0.44457 -2.07888 0.51 0.09 0.23
C -1.84816 -0.15232 -2.65491 -0.89 -0.02 0.22
C -2.13636 -1.02931 -1.54784 -0.15 -0.47 -0.06
H -1.46619 -1.78947 -1.14183 -0.24 0.36 -0.08
H -4.05998 -1.48289 -0.50112 0.33 0.51 0.00
H -3.18785 1.26144 -3.79062 0.02 -0.02 0.14
H -0.95310 -0.15519 -3.26402 -0.02 0.21 0.36
O -2.16040 -0.02085 1.87356 -1.29 0.62 0.31
C -3.25566 0.51104 1.66501 0.23 0.09 -0.94
C -4.49132 0.43425 2.56197 0.19 -0.32 0.62
C -5.60256 1.08112 1.77013 -0.33 0.06 0.05
C -4.96795 1.44835 0.44910 0.78 -0.19 0.08
O -5.62871 1.83974 -0.50203 0.41 0.01 0.84
N -3.57751 1.21427 0.51358 -1.60 -0.16 1.29
H -4.71428 -0.61665 2.78539 0.21 0.19 0.08
H -4.30058 0.95904 3.50629 0.11 -0.25 -0.12
H -6.44540 0.40784 1.57023 0.09 0.24 0.11
H -5.98231 2.00507 2.22802 -0.02 -0.26 -0.10

***

Record 3
75
Properties=species:S:1:pos:R:3:forces:R:3 method="wB97M-V/def2-TZVPD" homo_lumo_gap_ev="4.69 / 4.67" homo_energy_ev="-4.971 / -4.951" lumo_energy_ev="-0.277 / -0.277"
O -4.22488 3.74997 -2.94845 -0.11 -0.08 0.28
H -5.16077 3.52161 -2.87481 0.26 -0.08 -0.02
Ba -2.20601 1.08471 -0.08300 -0.36 -1.12 -1.86
N -1.02608 -0.59945 -2.26285 -1.72 -2.40 0.88
N -3.46427 -0.12742 -2.22005 2.11 -3.04 -0.67
N 0.26128 2.27334 -1.11560 1.94 1.64 1.59
N -1.80806 3.63781 -0.90030 1.22 2.35 1.29
O 0.25511 -0.69436 -2.38335 1.54 -0.01 -0.08
O 1.37708 1.47751 -1.27360 -0.98 0.84 0.23
O -3.01243 4.32801 -0.71204 0.39 -0.15 -0.39
O -4.40678 0.13729 -1.36860 -2.18 0.80 1.22
C -3.16916 -1.47299 -2.33365 -1.26 3.47 0.32
C -1.77854 -1.74671 -2.39418 1.88 2.67 -0.12
C 0.46939 3.43711 -0.47872 0.26 -3.28 -1.33
C -0.75719 4.18858 -0.27986 -3.14 -1.06 -1.49
C -1.23516 -3.13258 -2.43544 0.22 -0.14 -0.51
H -0.75386 -3.39759 -1.48207 0.03 0.08 -0.25
H -0.51898 -3.24600 -3.25908 0.10 -0.04 0.27
H -2.04683 -3.84910 -2.60391 0.28 0.13 0.05
C -4.24078 -2.46753 -2.11173 -0.36 -0.38 0.48
H -5.13654 -2.16407 -2.66819 0.13 -0.05 0.22
H -4.52416 -2.53427 -1.04754 -0.01 -0.02 -0.22
H -3.94013 -3.46462 -2.44423 -0.13 0.13 0.04
C 1.76676 3.94106 0.07085 0.40 0.26 -0.04
C -0.81429 5.42036 0.55438 -0.10 0.26 0.22
H 2.64952 3.54149 -0.44868 -0.48 -0.04 0.07
H 1.87171 3.70185 1.14451 -0.11 0.11 -0.38
H 1.78449 5.03785 -0.01890 0.09 -0.32 0.07
H -1.84111 5.62556 0.87266 0.24 -0.09 -0.13
H -0.46411 6.29197 -0.01620 -0.02 -0.19 0.12
H -0.17318 5.31070 1.44032 -0.14 0.08 -0.26
H 0.97343 0.64756 -1.71731 -0.07 -0.47 -0.26
H -3.52550 4.14349 -1.57896 0.36 -0.12 0.69
C -3.54802 2.73117 -3.73065 -0.50 0.22 -0.59
H -3.81442 1.71619 -3.43037 0.03 0.18 0.14
H -2.47803 2.87156 -3.61679 0.00 0.06 0.01
H -3.83832 2.91548 -4.77336 0.31 -0.24 0.10
O -0.16401 1.92017 -4.27322 -0.16 0.02 0.84
H -0.03267 2.35678 -3.40583 -0.07 -0.37 -0.70
H -0.45103 1.02580 -4.00453 0.22 0.31 -0.09
O -0.35150 -0.34255 0.80810 1.15 -0.63 1.15
As 0.97239 -1.15831 1.49267 -1.01 0.73 -1.17
C 2.38864 -1.49422 0.20108 0.32 -0.35 0.20
C 3.60551 -0.81258 0.29237 0.13 0.08 -0.18
C 4.62057 -1.05005 -0.64190 -0.23 -0.20 0.04
C 4.44018 -2.01360 -1.63830 -0.24 0.13 0.14
C 3.24385 -2.72765 -1.70599 -0.22 0.02 0.24
C 2.22137 -2.46972 -0.78765 -0.02 0.11 -0.04
C 1.71673 -0.05657 2.90228 0.16 -0.28 0.42
C 2.12962 1.24392 2.60133 0.01 0.03 0.15
C 2.69835 2.04938 3.59633 -0.30 -0.32 -0.27
C 2.83474 1.55376 4.89651 -0.02 0.00 -0.30
C 2.42004 0.25593 5.19911 -0.08 0.11 -0.15
C 1.86491 -0.55540 4.20236 0.14 0.33 0.02
C 0.31538 -2.83259 2.21130 0.26 -0.34 0.30
C 0.99250 -4.03959 1.99143 -0.16 -0.09 0.17
C 0.47404 -5.23621 2.50219 -0.16 0.19 0.00
C -0.70196 -5.22467 3.25737 0.15 0.25 -0.03
C -1.35614 -4.01647 3.51327 0.13 0.23 -0.21
C -0.85400 -2.82259 2.98281 0.09 -0.19 -0.06
H 3.76865 -0.08629 1.08505 0.00 -0.10 -0.18
H 5.55783 -0.49563 -0.58785 -0.28 -0.13 0.04
H 5.22387 -2.20256 -2.37079 -0.15 0.06 0.20
H 3.08750 -3.49133 -2.47145 0.08 0.31 0.23
H 1.28675 -3.02099 -0.83927 0.16 0.12 -0.16
H 2.00836 1.60573 1.57994 0.05 -0.01 0.21
H 3.01709 3.06053 3.33682 -0.03 -0.28 0.18
H 3.27629 2.18905 5.66227 -0.12 -0.19 -0.10
H 2.52283 -0.11520 6.21959 -0.03 0.03 -0.32
H 1.55128 -1.56628 4.44897 0.02 0.10 -0.07
H 1.92533 -4.05826 1.43053 -0.21 0.04 0.05
H 0.98085 -6.18263 2.30189 -0.11 0.34 0.08
H -1.10247 -6.15277 3.66482 0.11 0.22 -0.14
H -2.26881 -3.99414 4.11180 0.29 -0.04 -0.18
H -1.36404 -1.87775 3.16435 0.02 -0.21 -0.04

***

Record 4
75
Properties=species:S:1:pos:R:3:forces:R:3 method="wB97M-V/def2-TZVPD" homo_lumo_gap_ev="6.45 / 5.48" homo_energy_ev="-6.592 / -6.058" lumo_energy_ev="-0.141 / -0.578"
O -1.76567 1.85746 -4.19721 0.58 0.18 -0.68
H -1.71067 2.56525 -4.85777 0.04 -0.36 0.39
Sr -0.43049 0.40990 -2.42519 -1.19 -0.12 1.15
N -2.97949 0.95058 -1.84303 0.70 1.48 0.78
N -1.20773 2.51365 -0.98193 -1.11 0.28 -1.07
N 1.41219 -1.38499 -3.07248 1.98 -1.19 1.86
N 2.31949 0.22750 -1.26823 1.49 -2.18 1.09
O -3.31733 0.15806 -2.74192 -1.11 -0.29 -0.55
O 0.63781 -2.38057 -3.61325 0.41 -0.36 -0.90
O 2.81768 0.96124 -0.18823 -0.34 0.63 -0.62
O -0.22958 3.22980 -0.68359 1.37 0.93 0.84
C -2.35642 3.16930 -1.34017 0.04 -1.58 -0.18
C -3.27707 2.30989 -1.96950 0.41 -1.20 0.04
C 2.41879 -1.85137 -2.33290 -2.81 0.30 -1.71
C 2.95153 -0.93512 -1.33934 -1.09 2.99 -0.14
C -4.37319 2.76030 -2.84735 -0.74 0.08 -0.37
H -4.10075 2.76505 -3.90855 0.23 -0.23 0.22
H -4.74625 3.76242 -2.62709 0.07 -0.13 0.22
H -5.19073 2.04846 -2.73964 -0.18 0.02 -0.14
C -2.49776 4.64002 -1.22679 0.14 -0.11 0.22
H -1.65083 5.13059 -1.71878 -0.15 0.08 0.18
H -2.44141 4.81861 -0.15086 0.09 0.58 -0.02
H -3.45122 5.01669 -1.61322 0.33 -0.16 0.10
C 2.88291 -3.26607 -2.32006 -0.24 -0.71 -0.54
C 4.11174 -1.32544 -0.49753 0.28 0.27 0.26
H 2.51430 -3.79167 -3.21008 0.13 0.29 0.11
H 2.45969 -3.84776 -1.47206 0.61 0.56 -0.32
H 3.98836 -3.27287 -2.35014 -0.54 -0.23 0.36
H 4.28174 -0.57629 0.27362 -0.03 -0.14 -0.06
H 5.00898 -1.33820 -1.13464 -0.16 -0.28 0.20
H 3.95530 -2.29535 -0.01245 0.13 0.13 -0.26
H 0.19322 -1.96590 -4.38885 -0.20 0.32 0.53
H 2.33461 1.80532 -0.24759 -0.08 -0.28 0.08
C 1.30367 1.91206 -3.77430 1.34 1.46 -1.12
H 0.63910 2.19089 -4.59233 0.04 -0.53 0.29
H 2.14783 1.25075 -3.95427 -0.42 -0.29 0.01
H 1.56570 2.76294 -3.15592 -0.26 -0.10 0.46
O -0.85675 -0.24692 -4.87843 1.28 -0.34 -1.37
H -1.36948 0.81997 -4.68076 -0.57 0.61 0.10
H -0.36777 -0.06081 -5.72200 -0.65 -0.40 1.23
O -0.50928 -0.59414 0.16432 0.05 -0.36 1.22
As -0.19725 -0.73554 1.81913 -0.75 -0.02 -1.69
C -1.71410 -1.56200 2.87375 0.78 0.58 0.12
C -2.96296 -0.94400 2.81080 -0.26 -0.12 0.11
C -4.04854 -1.49498 3.50942 0.22 0.20 -0.08
C -3.88951 -2.64898 4.28103 0.21 0.12 -0.28
C -2.62084 -3.22314 4.39134 0.21 0.13 -0.02
C -1.51900 -2.65753 3.72873 -0.19 0.03 -0.14
C 1.27066 -2.02929 1.92861 0.00 0.28 0.58
C 2.34335 -1.94129 2.82385 0.09 -0.39 -0.22
C 3.32702 -2.94111 2.80096 0.03 0.09 0.13
C 3.21546 -4.03907 1.94355 -0.12 0.08 -0.13
C 2.13146 -4.12398 1.06435 -0.23 0.14 0.26
C 1.16138 -3.11582 1.05645 0.02 -0.14 -0.02
C 0.18638 1.08295 2.43455 0.20 -0.25 0.16
C -0.86086 2.01196 2.47797 0.18 0.05 0.16
C -0.60285 3.32812 2.87979 0.00 -0.21 -0.11
C 0.69677 3.72105 3.21456 0.04 -0.34 -0.15
C 1.74701 2.79757 3.11937 -0.20 -0.09 -0.15
C 1.49857 1.47706 2.71366 -0.14 0.31 0.30
H -3.08242 -0.01352 2.24826 -0.14 -0.53 0.00
H -5.01804 -0.99794 3.45699 0.25 -0.17 -0.01
H -4.74896 -3.08891 4.79735 0.38 0.18 -0.19
H -2.48025 -4.11281 5.01078 0.01 0.34 -0.17
H -0.51355 -3.05297 3.90600 -0.39 -0.02 -0.26
H 2.41478 -1.11909 3.54158 0.01 -0.33 -0.28
H 4.19155 -2.85694 3.46605 -0.35 -0.08 -0.18
H 3.96416 -4.83821 1.95292 -0.24 0.39 0.04
H 2.01155 -4.98551 0.40068 0.10 0.28 0.29
H 0.29527 -3.18469 0.39216 0.32 0.10 0.11
H -1.87005 1.71827 2.18179 0.34 0.17 0.11
H -1.42791 4.04764 2.91540 0.37 -0.28 -0.03
H 0.89363 4.75133 3.52518 -0.05 -0.41 -0.11
H 2.76981 3.10257 3.34899 -0.31 -0.07 -0.06
H 2.32352 0.76554 2.62450 -0.28 0.36 0.00

***

no.,E (Ha)
1,-2666.03889
2,-1697.63548
3,-4056.59425
4,-4061.74681